Entry 1:
Density functional theory data (wB97M-V/def2-TZVPD) for C23H19F3N2O in the gas phase in a non-equilibrium geometry.

Structure (XYZ):
```
48
Properties=species:S:1:pos:R:3:lowdin_charge:R:1
C -3.4107 0.3727 0.2778 -0.015
C -2.4180 -0.0194 -0.8815 -0.265
C -1.6172 -1.2774 -0.4505 -0.096
C -0.4181 -1.1053 0.4709 -0.233
N -0.6566 -1.9489 1.6634 0.056
C 0.2037 -2.8338 2.2476 -0.269
C 1.4383 -3.2538 1.6881 -0.030
C 2.3085 -4.1094 2.3799 -0.028
C 1.9705 -4.6568 3.6321 -0.255
F 2.7885 -5.5787 4.2301 0.029
C 0.7135 -4.2565 4.1929 -0.001
C -0.1599 -3.3352 3.5431 -0.003
C -0.0809 0.3150 0.7602 -0.108
C 0.6201 0.7217 1.8286 0.043
C 0.7449 2.0785 2.0607 -0.257
F 1.3021 2.4377 3.2321 0.061
C 0.2674 3.0763 1.2161 0.007
C -0.3231 2.6899 0.0150 0.008
C -0.5740 1.3090 -0.1711 -0.164
N -1.3586 0.8986 -1.2968 0.026
C -0.6874 0.6530 -2.4863 -0.360
O -0.8676 -0.2917 -3.3276 0.062
C 0.2182 1.6944 -2.9393 -0.121
C 1.5687 1.9385 -2.4215 -0.017
C 2.4514 2.9024 -3.0154 -0.041
C 1.9233 3.6786 -4.0867 -0.030
C 0.6725 3.4748 -4.5822 -0.272
F 0.3041 4.0141 -5.7889 0.045
C -0.1842 2.5366 -4.0207 0.060
H -4.0788 -0.3656 0.5899 0.048
H -4.0819 1.2197 -0.0845 0.103
H -2.9033 0.6609 1.1740 0.065
H -2.9265 -0.2841 -1.8781 0.171
H -2.3846 -1.9816 -0.0345 0.130
H -1.3604 -1.7729 -1.3863 0.110
H 0.3835 -1.4359 -0.0887 0.115
H -1.5641 -1.7480 2.0814 0.148
H 1.6060 -2.9486 0.6003 0.127
H 3.3307 -4.1860 2.0384 0.109
H 0.5645 -4.6432 5.1479 0.085
H -1.0202 -3.1702 4.0968 0.078
H 1.0293 -0.0419 2.5441 0.156
H 0.5346 4.1073 1.3218 0.114
H -0.6586 3.4310 -0.7315 0.136
H 1.8817 1.3659 -1.5490 0.104
H 3.5315 2.8515 -2.6433 0.128
H 2.5284 4.3460 -4.6750 0.112
H -1.1511 2.4708 -4.4939 0.129
```

**Kohn-Sham gap**: 8.38 eV
**Relative energy (zero: lowest compared OMol25 entry of this formula, charge and spin)**: 53.5 kcal/mol
**HOMO level**: -7.88 eV
**E_LUMO**: 0.50 eV
**SMILES string**: C[C@@H]1C[C@H](Nc2ccc(F)cc2)c2cc(F)ccc2N1C(=O)c1cccc(F)c1



Entry 2:
Density functional theory data (wB97M-V/def2-TZVPD) for 2 unconnected molecules or ions with the total composition H6N2 in a non-equilibrium geometry.

Structure (XYZ):
```
8
Properties=species:S:1:pos:R:3:lowdin_charge:R:1
N 1.6375 -0.0930 0.0879 -0.029
H 2.6777 -0.1078 0.3181 0.029
H 1.5765 -0.7397 -0.6990 -0.002
H 1.5726 0.8486 -0.3278 0.004
N -1.6672 -0.0946 -0.0433 -0.010
H -1.8826 0.8596 -0.2279 -0.021
H -2.5619 -0.6611 -0.0239 0.035
H -1.3525 -0.0120 0.9159 -0.006
```

**Kohn-Sham gap**: 11.11 eV
**Relative energy (zero: lowest compared OMol25 entry of this formula, charge and spin)**: 5.9 kcal/mol
**HOMO level**: -9.91 eV
**E_LUMO**: 1.20 eV
**SMILES string**: N.N



Entry 3:
Density functional theory data (wB97M-V/def2-TZVPD) for a gas-phase ion, C2HN2O2 (charge -1) in a non-equilibrium geometry.

Structure (XYZ):
```
7
Properties=species:S:1:pos:R:3:lowdin_charge:R:1
N 2.2349 -1.2722 -0.0877 0.059
C 1.3300 -0.5946 0.0412 -0.420
C 0.3541 0.3172 0.1913 -0.145
N -1.1310 0.1309 0.0881 -0.461
O -1.7842 1.1557 -0.1227 -0.071
O -1.6519 -0.9838 0.2902 -0.057
H 0.6481 1.2468 -0.4004 0.095
```

**Kohn-Sham gap**: 8.19 eV
**Relative energy (zero: lowest compared OMol25 entry of this formula, charge and spin)**: 72.5 kcal/mol
**HOMO level**: -3.66 eV
**Net charge**: -1
**E_LUMO**: 4.53 eV
**SMILES string**: N#CC=[N+]([O-])[O-]



Entry 4:
Density functional theory data (wB97M-V/def2-TZVPD) for a molecular structure, C26H29BF2N13O5S3Zr in a non-equilibrium geometry.

Structure (XYZ):
```
80
Properties=species:S:1:pos:R:3:lowdin_charge:R:1
Zr 0.5012 -0.1310 -0.2836 1.761
O -2.3029 4.1181 3.9943 0.159
C -2.1482 2.8582 3.5729 -0.473
O -2.1716 1.9350 4.3363 0.139
C -2.0072 2.6339 2.1032 -0.056
C -3.0026 2.5247 1.1506 0.022
N -2.4491 1.9784 0.0562 0.051
N -1.1458 1.7388 0.2171 0.002
C -0.8792 2.1315 1.4500 -0.192
C 0.4807 1.9015 1.9832 -0.515
O 0.9233 2.4776 2.9352 0.163
O 1.1315 0.9599 1.2890 -0.261
H -2.1739 4.7336 3.2614 0.130
H -4.0495 2.7783 1.1747 0.135
H -2.9172 1.7447 -0.8220 0.080
C -2.3685 -1.4113 3.6153 0.002
N -2.6642 -2.1030 2.3587 -0.114
C -3.6253 -3.2017 2.3474 -0.020
C -2.0260 -1.7080 1.2489 -0.401
N -1.1301 -0.7713 1.2112 0.054
N -2.3911 -2.3555 0.0685 0.172
C -1.5415 -2.6005 -0.9777 -0.575
N -2.0598 -3.3283 -1.9901 0.190
N -0.2968 -2.2302 -0.9090 -0.032
H -2.9492 -1.8726 4.4064 0.099
H -2.6246 -0.3512 3.5665 0.083
H -1.3107 -1.5134 3.8702 0.105
H -3.8456 -3.4706 3.3750 0.096
H -3.2069 -4.0817 1.8577 0.092
H -4.5669 -2.9185 1.8688 0.099
H -0.9244 -0.4248 2.1421 0.070
H -3.3293 -2.7131 0.0070 0.144
H -3.0614 -3.3610 -2.0966 0.121
H -1.5614 -3.2927 -2.8659 0.122
H 0.2146 -2.5612 -1.7223 0.088
S -3.5708 4.8838 -4.8455 0.648
C -3.3679 3.4521 -4.0751 -1.094
S -1.9091 2.4969 -4.2189 0.999
C -2.4688 1.3908 -3.0252 -1.084
N -3.6609 1.6600 -2.5918 -0.025
N -4.1773 2.7810 -3.2076 -0.136
C -5.5258 3.1215 -2.8635 -0.205
C -6.3889 3.6289 -3.8211 -0.038
C -7.6926 3.9358 -3.4596 -0.060
C -8.1337 3.7334 -2.1615 -0.076
C -7.2639 3.2087 -1.2159 -0.077
C -5.9592 2.9016 -1.5624 -0.029
S -1.5733 0.0070 -2.4340 0.593
H -6.0497 3.7846 -4.8326 0.083
H -8.3669 4.3329 -4.2060 0.112
H -9.1507 3.9780 -1.8883 0.108
H -7.6024 3.0372 -0.2025 0.105
H -5.2848 2.4762 -0.8329 0.079
N 0.9994 2.1343 -2.5692 -0.002
C 1.7462 3.1568 -2.9926 -0.049
C 2.5898 3.5019 -1.9555 -0.018
C 2.2792 2.6119 -0.9307 -0.104
N 1.3031 1.7840 -1.3096 -0.133
H 0.3115 1.5728 -3.0548 0.045
H 1.6226 3.5609 -3.9825 0.133
H 3.3263 4.2838 -1.9462 0.110
H 2.7067 2.5248 0.0543 0.125
F 2.6043 -0.5928 -0.6346 -0.256
B 2.7598 -0.6725 -2.1607 -0.161
F 1.2864 -0.6836 -2.3610 -0.282
N -0.1236 -5.5822 2.1186 0.164
C 0.7712 -5.0854 3.0341 -0.492
O 0.9897 -5.6300 4.0907 0.095
C 1.4395 -3.7869 2.6846 -0.104
C 2.5611 -3.3889 3.4014 0.032
C 3.1543 -2.1837 3.0825 -0.001
C 2.5919 -1.3964 2.0898 -0.097
N 1.4947 -1.7547 1.4158 -0.017
C 0.9514 -2.9413 1.7038 -0.086
H -0.4525 -6.5143 2.3194 0.116
H -0.0048 -5.3542 1.1460 0.093
H 2.9428 -4.0311 4.1842 0.134
H 4.0373 -1.8363 3.5990 0.122
H 3.0106 -0.4307 1.8456 0.113
H 0.0793 -3.2040 1.1300 0.076
```

**Kohn-Sham gap**: 7.46 eV
**Relative energy (zero: lowest compared OMol25 entry of this formula, charge and spin)**: 58.9 kcal/mol
**HOMO level**: -10.18 eV
**Net charge**: +1
**E_LUMO**: -2.71 eV



Entry 5:
Density functional theory data (wB97M-V/def2-TZVPD) for a gas-phase ion, C5H11NO3P (charge +1) in a non-equilibrium geometry.

Structure (XYZ):
```
21
Properties=species:S:1:pos:R:3:lowdin_charge:R:1
C -2.3310 -1.2092 -0.0778 -0.033
C -2.0398 0.1680 -0.6652 -0.495
C -1.8466 1.2075 0.4655 -0.150
N -0.5221 0.9643 1.0589 -0.061
P 0.5767 0.3428 0.0400 0.936
O 1.2694 -0.9817 0.4927 -0.132
C 2.6425 -1.0431 0.0858 -0.116
C 3.0222 0.3642 -0.4377 -0.117
O 1.8401 1.1692 -0.3599 -0.127
O -0.9243 0.1537 -1.4833 -0.101
H -2.4356 -1.9340 -0.8784 0.093
H -3.2492 -1.1968 0.5021 0.092
H -1.4999 -1.5083 0.5620 0.070
H -2.8679 0.4997 -1.3072 0.165
H -1.9152 2.2248 0.0705 0.132
H -2.6034 1.0621 1.2374 0.134
H -0.2259 1.6723 1.7192 0.141
H 2.7427 -1.8065 -0.6892 0.142
H 3.2255 -1.3367 0.9622 0.143
H 3.7827 0.8497 0.1788 0.142
H 3.3590 0.3379 -1.4762 0.142
```

**Kohn-Sham gap**: 9.82 eV
**Relative energy (zero: lowest compared OMol25 entry of this formula, charge and spin)**: 80.8 kcal/mol
**HOMO level**: -14.34 eV
**Net charge**: +1
**E_LUMO**: -4.52 eV
**SMILES string**: C[C@H]1C[NH+]=P2(OCCO2)O1



Entry 6:
Density functional theory data (wB97M-V/def2-TZVPD) for C23H28N2O5 in the gas phase in a non-equilibrium geometry.

Structure (XYZ):
```
58
Properties=species:S:1:pos:R:3:lowdin_charge:R:1
C 2.8380 1.6599 5.8121 0.003
C 1.8944 1.1714 4.7724 -0.243
O 1.4988 2.0743 3.8203 0.106
C 0.6610 1.4250 2.9916 -0.190
C 0.0155 1.9245 1.8806 0.095
C -0.8028 1.0470 1.1794 -0.185
O -1.4086 1.5475 0.0768 0.115
C -2.2230 0.7985 -0.7169 -0.404
O -2.6682 1.3285 -1.7083 0.111
C -2.5013 -0.5753 -0.3056 -0.090
C -3.4905 -1.3107 -1.1660 -0.121
C -2.8478 -2.3830 -2.0687 -0.085
C -2.4015 -1.7699 -3.3887 -0.509
O -3.0631 -1.8560 -4.4019 0.062
N -1.2046 -1.1509 -3.3430 0.080
C -0.7021 -0.3695 -4.4488 -0.153
C -0.2166 0.9888 -3.9485 -0.175
N 0.8117 0.8361 -2.9279 -0.171
C 2.0980 0.4318 -3.4743 -0.164
C 3.0811 0.2044 -2.3260 -0.197
O 3.2452 1.3633 -1.5454 -0.128
C 2.0025 1.7902 -1.0381 -0.193
C 0.9990 2.0570 -2.1586 -0.158
C -1.9092 -1.1033 0.7975 -0.140
C -2.1765 -2.5013 1.2640 -0.019
C -0.9955 -0.2952 1.5772 -0.096
C -0.3216 -0.7726 2.7027 0.057
C 0.5064 0.0818 3.4082 -0.104
C 1.3297 -0.0499 4.5776 -0.177
C 1.5077 -1.2853 5.3884 -0.023
H 2.4670 1.4255 6.8080 0.087
H 3.8162 1.1952 5.6928 0.090
H 2.9479 2.7363 5.7155 0.086
H 0.1292 2.9423 1.5495 0.138
H -4.2442 -1.7789 -0.5294 0.118
H -3.9969 -0.5813 -1.8009 0.124
H -3.5936 -3.1424 -2.3058 0.122
H -2.0023 -2.8577 -1.5697 0.113
H -0.7254 -1.0046 -2.4679 0.127
H 0.1039 -0.9163 -4.9521 0.111
H -1.5223 -0.2408 -5.1590 0.124
H 0.1371 1.5904 -4.8021 0.128
H -1.0636 1.5028 -3.4880 0.109
H 1.9841 -0.4982 -4.0323 0.116
H 2.5049 1.2040 -4.1516 0.132
H 4.0706 -0.0501 -2.7100 0.125
H 2.7112 -0.6191 -1.6945 0.126
H 2.1999 2.7006 -0.4703 0.127
H 1.5963 1.0214 -0.3618 0.117
H 0.0430 2.3601 -1.7306 0.111
H 1.3788 2.8769 -2.7931 0.134
H -2.9430 -2.9840 0.6693 0.073
H -1.2664 -3.0970 1.2017 0.100
H -2.5008 -2.4883 2.3034 0.095
H -0.4371 -1.7936 3.0256 0.115
H 0.5439 -1.6405 5.7511 0.085
H 1.9499 -2.0745 4.7814 0.086
H 2.1555 -1.0951 6.2390 0.075
```

**Kohn-Sham gap**: 8.19 eV
**Relative energy (zero: lowest compared OMol25 entry of this formula, charge and spin)**: 32.9 kcal/mol
**HOMO level**: -8.27 eV
**E_LUMO**: -0.08 eV
**SMILES string**: Cc1oc2cc3oc(=O)c(CCC(=O)NCCN4CCOCC4)c(C)c3cc2c1C



> What is the Kohn-Sham gap in the fourth record?

7.46 eV



> Which of these has the highest Kohn-Sham gap?

H6N2